# 1
{"formula": "C3H8", "method": "ωB97M-V with the def2-TZVPD basis set", "symbols": ["C", "C", "H", "H", "H", "H", "C", "H", "H", "H", "H"], "positions_angstrom": [[-1.24304, 1.36593, 0.82475], [-0.01161, 1.82822, 1.04711], [-2.12575, 1.91198, 1.17671], [-1.40703, 0.42696, 0.28378], [0.15237, 2.76720, 1.58808], [0.87110, 1.28217, 0.69515], [0.75279, -1.91649, -1.12313], [0.77015, -0.92123, -1.59128], [-0.18738, -2.42632, -1.38029], [0.82479, -1.80916, -0.03074], [1.60363, -2.50924, -1.49018]], "atomic_forces_ev_per_a": [[0.285, 0.104, 0.050], [-0.287, -0.107, -0.052], [0.341, -0.267, -0.169], [0.023, 0.392, 0.228], [-0.016, -0.402, -0.234], [-0.337, 0.261, 0.165], [-0.004, 0.010, 0.006], [-0.008, -0.355, 0.162], [0.345, 0.186, 0.094], [-0.027, -0.043, -0.388], [-0.316, 0.221, 0.137]], "energy_ev": -3239.721, "relative_energy_kj_mol": 99.6, "spin_multiplicity": 1, "largest_force_ha_per_bohr": 0.0091, "e_lumo_ev": 1.1616, "total_charge": 0}


# 2
{"formula": "C3H8", "method": "ωB97M-V with the def2-TZVPD basis set", "symbols": ["H", "H", "C", "C", "C", "H", "H", "H", "H", "H", "H"], "positions_angstrom": [[-0.86484, -2.31546, -0.24561], [-0.34547, -1.93256, -0.61640], [1.30819, 0.15247, -0.57821], [0.11925, 0.71856, -0.39535], [-0.72556, 0.56841, 0.83443], [1.73928, -0.51202, 0.16812], [1.89579, 0.32962, -1.47428], [-0.28349, 1.36438, -1.17476], [-1.77332, 0.35896, 0.58910], [-0.36039, -0.23342, 1.48348], [-0.70946, 1.50105, 1.40948]], "atomic_forces_ev_per_a": [[0.017, -0.061, -0.042], [-0.101, -0.091, 0.042], [-0.112, 0.086, 0.023], [0.183, 0.007, -0.024], [-0.004, -0.038, 0.080], [-0.059, 0.105, -0.066], [-0.119, -0.028, 0.090], [0.083, -0.036, 0.074], [0.173, 0.021, -0.019], [-0.001, 0.119, -0.110], [-0.059, -0.084, -0.048]], "energy_ev": -3239.125, "relative_energy_kj_mol": 157.1, "spin_multiplicity": 1, "largest_force_ha_per_bohr": 0.0036, "e_lumo_ev": 1.4047, "total_charge": 0}


# 3
{"formula": "C3H8AuO2", "method": "ωB97M-V with the def2-TZVPD basis set", "symbols": ["O", "C", "C", "O", "C", "H", "H", "H", "H", "H", "H", "H", "Au", "H"], "positions_angstrom": [[-0.37070, -1.04449, 1.43945], [-1.37803, -0.35266, 0.78087], [-1.00184, -0.07098, -0.67007], [0.33936, 0.46498, -0.67061], [0.81531, 0.86958, -1.94342], [-1.59411, 0.61882, 1.27299], [-2.33257, -0.91376, 0.76555], [-1.67872, 0.66437, -1.13171], [-1.01226, -0.99341, -1.27505], [1.46467, 0.09935, -2.38617], [-0.03312, 1.05040, -2.61843], [1.39138, 1.79077, -1.79963], [1.21882, -0.44485, 0.73292], [2.73833, 0.08892, 0.81534]], "atomic_forces_ev_per_a": [[-4.258, -1.164, 1.354], [-1.427, 0.849, -0.818], [-0.873, -0.363, -0.604], [-3.221, 2.423, -3.035], [0.927, 0.483, -1.405], [0.154, -0.497, 0.257], [0.407, -0.002, 0.408], [0.209, -0.214, 0.250], [0.033, 0.249, 0.180], [-0.277, 0.160, 0.211], [0.247, 0.007, 0.331], [-0.194, -0.247, -0.071], [8.605, -2.076, 3.305], [-0.333, 0.391, -0.362]], "energy_ev": -11014.170, "relative_energy_kj_mol": 3.9, "spin_multiplicity": 3, "largest_force_ha_per_bohr": 0.1837, "e_lumo_ev": [-3.1704, -8.0962], "total_charge": 1}


# 4
{"formula": "C3H8BBr2Na6O3", "method": "ωB97M-V with the def2-TZVPD basis set", "symbols": ["Na", "Na", "Na", "Na", "Na", "Na", "C", "O", "O", "O", "B", "H", "H", "H", "H", "Br", "C", "C", "Br", "H", "H", "H", "H"], "positions_angstrom": [[4.96337, -0.16838, 0.86177], [2.44264, 0.35213, -1.34976], [-0.84868, 2.13561, 2.09314], [0.06328, -1.33309, 0.87797], [3.93435, 1.12601, 3.47444], [0.71700, -0.93830, 3.83421], [1.83353, 1.15894, 1.46991], [1.53436, 1.38650, 2.69974], [0.92928, 0.89776, 0.63289], [3.05176, 1.14161, 1.10197], [1.04256, -1.84457, -1.47212], [0.63971, -0.98822, -2.11913], [1.73287, -2.58999, -2.03307], [1.65643, -1.45379, -0.60723], [0.18828, -2.51768, -1.11481], [-2.78068, 2.60335, -0.05878], [-2.66902, 0.64526, -0.37730], [-3.23042, 0.29152, -1.73392], [-3.29858, -1.63853, -1.83325], [-3.33118, 0.16252, 0.34019], [-1.63704, 0.33101, -0.24325], [-2.67166, 0.62618, -2.60208], [-4.26214, 0.61415, -1.84154]], "atomic_forces_ev_per_a": [[0.119, 0.042, -0.652], [-0.768, 0.162, -0.336], [0.182, 0.537, -0.432], [-0.247, -0.175, -1.740], [-0.563, 1.026, 0.090], [0.052, 0.428, 0.658], [-0.502, -0.462, -0.392], [-0.159, -0.852, 1.704], [-1.073, -0.209, -0.095], [2.397, -0.704, 0.144], [0.043, -0.933, -1.096], [-0.534, 1.517, -0.903], [0.794, -0.465, -0.698], [1.741, 0.989, 2.650], [-1.586, -0.853, 0.984], [0.297, -0.506, 0.166], [-0.772, 0.013, -0.183], [-0.141, -0.106, -0.409], [0.169, -0.174, 0.117], [0.172, 0.248, 0.289], [0.128, 0.164, -0.210], [0.215, 0.151, 0.203], [0.037, 0.162, 0.141]], "energy_ev": -176621.615, "relative_energy_kj_mol": 25.1, "spin_multiplicity": 1, "largest_force_ha_per_bohr": 0.0646, "e_lumo_ev": -11.7392, "total_charge": 3}


# 5
{"formula": "C3H8BClO", "method": "ωB97M-V with the def2-TZVPD basis set", "symbols": ["O", "C", "C", "C", "B", "Cl", "H", "H", "H", "H", "H", "H", "H", "H"], "positions_angstrom": [[2.43206, -0.59319, 0.33004], [1.07940, -0.87308, 0.00604], [0.42575, 0.35675, -0.68363], [-0.75522, 0.90785, 0.15521], [-2.00913, -0.05735, 0.27509], [-2.49141, -1.22850, -1.01252], [2.43091, 0.14020, 0.93280], [0.53415, -1.19553, 0.89871], [1.10553, -1.69790, -0.70210], [0.17236, 0.17231, -1.72597], [1.19764, 1.13131, -0.69833], [-1.07440, 1.88687, -0.22106], [-0.38547, 1.05743, 1.17723], [-2.66216, -0.00719, 1.26850]], "atomic_forces_ev_per_a": [[0.085, -0.714, -0.223], [0.043, 0.464, -0.898], [-0.042, 0.348, 0.871], [-0.011, -1.132, -0.503], [0.203, 0.152, -0.436], [0.388, 0.774, 0.832], [0.125, 0.523, 0.462], [-0.134, 0.052, -0.019], [0.044, -0.182, 0.145], [-0.221, -0.163, 0.066], [0.030, -0.064, -0.141], [-0.130, -0.035, 0.070], [-0.137, 0.212, -0.039], [-0.244, -0.236, -0.189]], "energy_ev": -18487.364, "spin_multiplicity": 1, "largest_force_ha_per_bohr": 0.0241, "e_lumo_ev": 0.3639, "total_charge": 0}


# 6
{"formula": "C3H8BF2NO4S", "method": "ωB97M-V with the def2-TZVPD basis set", "symbols": ["C", "O", "B", "O", "N", "C", "C", "F", "S", "O", "O", "F", "H", "H", "H", "H", "H", "H", "H", "H"], "positions_angstrom": [[2.25681, -1.14674, 0.42424], [1.40729, -1.54225, -0.64585], [0.42394, -0.71893, -1.10614], [0.42124, -0.26500, -2.38286], [-0.70464, -0.17868, -0.26518], [-0.33763, 1.05862, 0.45761], [-1.19363, 2.25746, 0.04741], [-0.35929, 3.30921, -0.31030], [-1.66551, -1.29184, 0.42699], [-1.12640, -2.58501, 0.21325], [-3.03060, -1.00701, 0.17933], [-1.45910, -0.96390, 1.95845], [2.66928, -0.14843, 0.25759], [1.72472, -1.16059, 1.37985], [3.07267, -1.86323, 0.47500], [1.19650, -0.57368, -2.86663], [0.68759, 1.31489, 0.18060], [-0.34475, 0.89899, 1.53331], [-1.80635, 1.99606, -0.81429], [-1.83213, 2.61005, 0.85764]], "atomic_forces_ev_per_a": [[-0.201, -0.220, 0.289], [0.307, 0.396, -0.328], [-0.219, -0.055, -0.036], [-0.005, -0.152, 0.005], [0.741, -0.635, 0.600], [-0.307, 0.380, -0.315], [-0.133, -0.101, 0.039], [0.055, 0.090, 0.018], [-0.129, 0.419, -0.123], [-0.059, -0.068, -0.125], [-0.062, 0.058, 0.132], [0.052, -0.101, -0.007], [0.021, -0.035, -0.029], [-0.024, 0.015, -0.029], [-0.007, 0.015, -0.005], [-0.022, 0.028, -0.017], [-0.012, -0.017, -0.015], [-0.015, -0.024, -0.037], [0.019, 0.013, -0.017], [-0.001, -0.008, 0.003]], "energy_ev": -29869.602, "spin_multiplicity": 1, "largest_force_ha_per_bohr": 0.0223, "e_lumo_ev": 0.3726, "total_charge": 0}


# 7
{"formula": "C3H8BNO", "method": "ωB97M-V with the def2-TZVPD basis set", "symbols": ["C", "C", "N", "C", "H", "H", "H", "H", "H", "B", "O", "H", "H", "H"], "positions_angstrom": [[1.91650, -1.35819, 0.11224], [1.47386, -0.14137, 0.23655], [0.64137, 0.45946, -0.59338], [0.66545, 1.59013, -1.18366], [2.55491, -1.87063, 0.91207], [1.70087, -2.01523, -0.84733], [1.79178, 0.30936, 1.13898], [1.46592, 2.20426, -1.58960], [-0.29667, 1.92319, -1.61746], [-2.57415, -0.16140, 1.00894], [-2.12776, -0.92361, -0.00815], [-3.69319, -0.51090, 1.41674], [-2.11615, 0.97314, 1.39244], [-1.40276, -0.47821, -0.37837]], "atomic_forces_ev_per_a": [[1.238, -4.509, -1.390], [2.019, -0.924, 1.085], [-2.577, 3.256, -1.434], [-1.289, -1.254, -1.084], [-1.019, 1.051, -1.329], [0.348, 1.454, 2.138], [-0.105, 1.210, 0.778], [0.872, -0.063, 0.994], [0.333, -0.248, 0.235], [-1.837, 0.949, 0.463], [-1.270, -0.209, 1.166], [1.017, 0.187, 0.155], [-0.090, -1.595, -0.591], [2.360, 0.696, -1.186]], "energy_ev": -7452.646, "relative_energy_kj_mol": 334.3, "spin_multiplicity": 1, "largest_force_ha_per_bohr": 0.0949, "e_lumo_ev": 0.1429, "total_charge": 0}


# 8
{"formula": "C3H8BrN3", "method": "ωB97M-V with the def2-TZVPD basis set", "symbols": ["C", "C", "N", "N", "N", "C", "Br", "H", "H", "H", "H", "H", "H", "H", "H"], "positions_angstrom": [[1.77626, -0.24981, 0.13481], [0.46158, 0.45818, -0.28300], [-0.30842, -0.32597, -1.27143], [-1.45808, -0.93057, -0.57978], [-1.28013, -0.85566, 0.81355], [-0.55047, 0.59579, 0.93100], [-1.93147, 1.83662, 0.21235], [2.01084, -0.11328, 1.20683], [2.53008, 0.27515, -0.51779], [1.73788, -1.30690, -0.08877], [0.60501, 1.35598, -0.67930], [-0.77972, 0.35905, -1.86458], [-2.25362, -0.40594, -0.84016], [-0.49872, -1.49298, 0.95197], [-0.06100, 0.80036, 1.87429]], "atomic_forces_ev_per_a": [[0.061, 1.507, -0.677], [-1.782, -4.041, 3.136], [-0.351, 0.349, -0.094], [0.973, -1.924, 0.097], [1.394, 2.839, -0.441], [-0.438, -2.389, -2.605], [0.474, 0.254, 1.258], [0.027, 0.102, -0.550], [-0.193, -1.001, 0.924], [0.051, -0.167, -0.162], [1.036, 3.851, -1.555], [0.463, -0.130, -0.201], [-1.002, 0.573, 0.099], [-0.091, -0.174, 0.504], [-0.620, 0.350, 0.266]], "energy_ev": -77750.639, "relative_energy_kj_mol": 0.0, "spin_multiplicity": 1, "largest_force_ha_per_bohr": 0.1053, "e_lumo_ev": 0.6775, "total_charge": 0}


# 9
{"formula": "C3H8BrN3O2", "method": "ωB97M-V with the def2-TZVPD basis set", "symbols": ["N", "C", "C", "Br", "N", "O", "O", "H", "H", "H", "H", "H", "C", "N", "H", "H", "H"], "positions_angstrom": [[-0.24282, 2.34893, 0.97661], [0.06859, 1.43043, -0.09043], [-0.77690, 0.16294, 0.06132], [-2.47699, 0.02885, -0.76931], [-0.52592, -0.86835, 0.82678], [-1.21952, -1.83631, 1.15350], [0.82196, -0.92974, 1.41835], [-0.07805, 1.98681, 1.87706], [-1.21140, 2.72717, 1.03337], [1.11464, 1.18566, 0.04274], [-0.20413, 1.95747, -0.91339], [0.89508, -1.95599, 1.59604], [0.42735, -1.43946, -1.58445], [1.52134, -1.44113, -0.91727], [-0.33478, -2.19330, -1.42548], [0.14581, -0.64710, -2.17766], [2.07574, -0.51689, -1.10777]], "atomic_forces_ev_per_a": [[-1.163, 1.798, 0.291], [-0.695, -1.825, 3.664], [-0.323, -0.718, 0.188], [0.338, 0.398, 0.254], [1.464, 0.158, 1.464], [-0.203, 0.114, -0.580], [-1.447, -1.337, 0.074], [0.535, -0.661, 1.117], [0.999, -0.611, -0.702], [0.207, -0.095, -0.588], [-0.265, 0.848, -3.084], [-0.405, 2.752, -0.652], [1.805, -1.059, 1.757], [0.690, 1.134, -1.675], [0.225, -0.506, -0.089], [-0.628, 1.768, -1.671], [-1.135, -2.157, 0.231]], "energy_ev": -81842.959, "relative_energy_kj_mol": 119.1, "spin_multiplicity": 1, "largest_force_ha_per_bohr": 0.0807, "e_lumo_ev": 0.5179, "total_charge": 0}


# 10
{"formula": "C3H8Cl2NP", "method": "ωB97M-V with the def2-TZVPD basis set", "symbols": ["C", "C", "C", "N", "P", "Cl", "Cl", "H", "H", "H", "H", "H", "H", "H", "H"], "positions_angstrom": [[-0.76978, -1.38169, -0.69216], [0.63227, -1.25944, 1.40304], [-0.49400, 2.67185, -0.70134], [0.44545, -0.92499, 0.00302], [1.18027, 0.10739, -1.03775], [-1.92697, 1.81315, -0.14564], [2.59317, 1.02349, 0.00041], [-0.66969, -2.25441, -1.31625], [-1.47724, -1.72871, 0.10111], [-1.27874, -0.61556, -1.30696], [0.30798, -0.27845, 1.84193], [0.31648, -2.16155, 1.81733], [1.74778, -1.25394, 1.52778], [0.03599, 3.04735, 0.20490], [-0.64298, 3.19551, -1.69941]], "atomic_forces_ev_per_a": [[-1.567, -0.563, 1.193], [2.885, 4.378, -0.655], [-0.224, -0.300, -0.059], [-1.246, -1.577, -1.152], [-0.614, 0.698, -1.493], [0.159, 0.348, -0.233], [1.257, 0.490, 1.117], [0.693, -0.419, -0.352], [0.268, 0.593, -0.591], [0.418, -0.143, 0.533], [-0.110, -1.452, 1.027], [-1.323, -1.332, 0.098], [-0.838, -0.082, 0.226], [-0.202, 0.009, -1.375], [0.446, -0.648, 1.716]], "energy_ev": -39061.591, "relative_energy_kj_mol": 280.1, "spin_multiplicity": 1, "largest_force_ha_per_bohr": 0.1028, "e_lumo_ev": [0.0776, 0.2538], "total_charge": 0}


# 11
{"formula": "C3H8Cl2OP", "method": "ωB97M-V with the def2-TZVPD basis set", "symbols": ["C", "C", "C", "O", "P", "Cl", "Cl", "H", "H", "H", "H", "H", "H", "H", "H"], "positions_angstrom": [[-3.45019, 0.28939, -0.06832], [-2.40354, -0.18684, -0.68867], [1.17488, 0.09639, 1.21884], [2.01865, -0.74372, -1.44227], [2.47437, -0.08347, -0.02957], [3.73202, -1.52598, 0.52206], [3.26876, 1.72294, -0.23663], [1.02053, -0.91197, 1.41898], [-3.48231, 1.32481, 0.10841], [-4.32399, -0.26336, 0.36225], [-2.38410, -1.23643, -0.97455], [-1.61828, 0.38690, -0.96167], [0.24008, 0.57457, 0.85275], [1.59435, 0.62011, 2.04922], [2.13877, -0.06334, -2.13083]], "atomic_forces_ev_per_a": [[-9.820, 3.412, 5.745], [6.339, -6.868, -4.299], [0.186, 0.891, -1.962], [0.384, 2.038, 1.453], [-0.350, -0.991, -0.618], [-0.232, 0.984, 0.276], [0.075, -0.769, -0.279], [-0.821, -1.856, 0.921], [-0.484, 1.239, 0.100], [1.334, 0.315, -0.450], [0.192, 0.284, -0.353], [2.471, 1.650, -0.744], [0.726, -0.269, -0.035], [0.310, 0.307, 0.640], [-0.311, -0.369, -0.396]], "energy_ev": -39610.525, "spin_multiplicity": 3, "largest_force_ha_per_bohr": 0.2310, "e_lumo_ev": [-4.5381, -5.1456], "total_charge": 1}


# 12
{"formula": "C3H8ClN", "method": "ωB97M-V with the def2-TZVPD basis set", "symbols": ["C", "N", "C", "C", "Cl", "H", "H", "H", "H", "H", "H", "H", "H"], "positions_angstrom": [[1.93340, -0.57010, -0.08719], [0.44901, -0.64188, 0.26752], [-0.44946, 0.29087, -0.40787], [-1.77563, 0.55789, 0.28592], [-3.07331, -0.71527, -0.08710], [2.42762, -0.78740, -1.26327], [2.49464, 0.41332, 0.18014], [2.37536, -1.35077, 0.70020], [0.27294, -0.54448, 1.25969], [-0.80626, -0.24388, -1.44177], [0.11288, 1.28957, -0.70058], [-2.28947, 1.51909, -0.09201], [-1.67173, 0.78302, 1.38632]], "atomic_forces_ev_per_a": [[1.928, -0.690, 0.819], [0.819, 0.632, -1.284], [0.183, -0.275, -3.487], [-1.153, 1.954, 0.236], [1.058, 0.635, 0.668], [-2.425, 0.154, 3.408], [-1.361, -1.155, -0.347], [-0.553, 1.480, -2.172], [0.751, -0.162, 0.098], [1.145, 1.525, 2.071], [-1.277, -1.616, 0.653], [1.121, -1.540, 0.241], [-0.238, -0.942, -0.906]], "energy_ev": -17251.254, "relative_energy_kj_mol": 164.7, "spin_multiplicity": 1, "largest_force_ha_per_bohr": 0.0814, "e_lumo_ev": 0.9922, "total_charge": 0}